(1)
Here is a cluster of 2 separate species, C2H3Cl3 in total from the Open Molecules 2025 dataset. Energies are from ωB97M-V with the def2-TZVPD basis set.

Charge: 0
Energy relative to the best compared isomer or geometry (same formula, charge and spin), eV: 4.399
Frontier orbital gap (alpha / beta), eV: 7.9026 / 8.6634
Highest occupied orbital energy (alpha / beta), eV: -8.6588 / -8.8864

Positions of all 8 atoms, in Å:
C1 -0.89314 -0.86948 -0.63391
C2 2.06671 0.14447 0.39325
Cl1 -0.30109 -2.39340 -0.21010
Cl2 2.85037 0.72443 -1.04465
Cl3 2.29193 -1.50132 0.78139
H1 -0.52724 -0.60903 -1.53168
H2 -0.89908 -0.21192 0.14931
H3 2.24712 0.94354 1.08098



(2)
Here is a cluster of 2 separate species, C2H7NO in total from the Open Molecules 2025 dataset. Energies are from ωB97M-V with the def2-TZVPD basis set.

Charge: 0
Energy relative to the best compared isomer or geometry (same formula, charge and spin), eV: 0.673
Frontier orbital gap, eV: 10.8324
SMILES: CC=O.N
Highest occupied orbital energy, eV: -9.9725

Positions of all 11 atoms, in Å:
C1 -0.91844 -1.48965 -1.57994
C2 -0.37506 -1.23616 -0.20169
O1 -0.79544 -1.81937 0.76407
H1 -0.40433 -0.89464 -2.33528
H2 -1.95880 -1.18149 -1.60003
H3 -0.80391 -2.54541 -1.80516
H4 0.44712 -0.51118 -0.05058
N1 1.15934 2.31022 1.97057
H5 1.72775 3.15117 2.02325
H6 0.30565 2.56831 1.48117
H7 1.61611 1.64820 1.33361



(3)
Here is a structure of composition C4H12N2O from the Open Molecules 2025 dataset. Energies are from ωB97M-V with the def2-TZVPD basis set.

Charge: 0
Energy relative to the best compared isomer or geometry (same formula, charge and spin), eV: 5.101
Frontier orbital gap, eV: 7.6161
Highest occupied orbital energy, eV: -6.8811

Positions of all 19 atoms, in Å:
C1 1.01712 -1.02194 2.37218
C2 1.22190 -0.68199 -0.19108
N1 0.18227 -0.56673 1.26294
O1 -0.92210 -1.33315 1.16308
H1 -1.60882 -0.73244 0.31420
H2 0.45231 -0.84006 3.28694
H3 1.92140 -0.41509 2.39860
H4 1.27008 -2.08387 2.29634
H5 1.67511 -1.65297 0.00908
H6 1.96588 0.10462 -0.08959
H7 0.77423 -0.75924 -1.17901
C3 -0.60586 1.75139 -1.99640
C4 -1.00364 1.03787 -0.75200
N2 -1.91743 0.13595 -0.65037
H8 -2.35040 -0.16905 -1.52273
H9 -0.57325 1.36436 0.18475
H10 -1.01475 1.28203 -2.89151
H11 -0.96486 2.78233 -1.94980
H12 0.48081 1.79798 -2.06561



(4)
Here is a cluster of 3 separate species, C4H13NO2 in total from the Open Molecules 2025 dataset. Energies are from ωB97M-V with the def2-TZVPD basis set.

Charge: 0
Energy relative to the best compared isomer or geometry (same formula, charge and spin), eV: 1.847
Frontier orbital gap, eV: 8.5480
SMILES: C=C(N)CC.O.O
Highest occupied orbital energy, eV: -7.9151

Positions of all 20 atoms, in Å:
C1 -1.09653 -1.55266 0.75545
C2 -1.31563 -0.60890 -0.19887
N1 -2.61280 -0.04806 -0.45304
C3 -0.14819 -0.35442 -1.28053
C4 1.16085 -1.14314 -1.19546
H1 -0.08647 -1.76291 1.15269
H2 -2.03121 -2.17735 1.17328
H3 -2.61984 0.88582 -0.88799
H4 -3.32168 -0.22969 0.25188
H5 0.00107 0.74768 -1.21303
H6 -0.67676 -0.34088 -2.28364
H7 1.82093 -0.60485 -0.50740
H8 1.07057 -2.20032 -0.86150
H9 1.74886 -1.26727 -2.21928
O1 0.99730 0.56887 1.98761
H10 1.12671 -0.38165 1.96850
H11 0.65514 0.72851 2.87677
O2 2.16025 2.40507 -0.16942
H12 1.67426 1.84819 0.46826
H13 2.06464 3.25429 0.22376



(5)
Here is a cluster of 4 separate species, C20H35FNO12S3 in total from the Open Molecules 2025 dataset. Energies are from ωB97M-V with the def2-TZVPD basis set.

Charge: -1
Frontier orbital gap, eV: 5.5031
Highest occupied orbital energy, eV: -4.6333

Positions of all 72 atoms, in Å:
C1 -2.51075 6.00517 -3.76691
C2 -1.86768 4.84355 -4.49630
C3 -0.31672 5.14427 -5.04161
S1 0.65137 5.04702 -3.43779
O1 2.14667 4.67761 -3.59827
O2 0.56462 6.30656 -2.54309
F1 -0.06303 3.73098 -2.53319
C4 0.39606 3.98076 -5.99034
O3 -0.12511 2.74241 -6.19657
O4 1.64537 4.55093 -6.59443
C5 1.37124 5.98875 -6.77652
C6 2.46789 7.10541 -6.28534
O5 2.95949 7.23154 -5.05016
O6 2.93814 8.11929 -7.28609
C7 -0.08822 6.39923 -6.07153
S2 -0.34274 8.16116 -5.49042
N1 -1.04364 6.04914 -7.22737
C8 -2.09837 6.96974 -7.17673
S3 -3.74884 7.49757 -7.09874
H1 -1.88239 6.87539 -3.25950
H2 -3.68847 6.08195 -3.60362
H3 -2.41841 3.81751 -4.61223
H4 1.27693 6.17766 -7.95128
H5 0.09678 8.33500 -4.14437
C9 0.76540 -1.35757 -0.30558
O7 0.55075 -0.15117 -1.03343
C10 1.59944 0.80129 -0.83240
C11 2.59309 0.79346 -1.99934
O8 3.30096 -0.44791 -2.07328
C12 2.76800 -1.31579 -3.06814
H6 0.10816 -2.12570 -0.71322
H7 1.79967 -1.70411 -0.37950
H8 0.50880 -1.19599 0.74719
H9 2.10979 0.62390 0.12153
H10 1.12871 1.78909 -0.78177
H11 3.33943 1.57628 -1.82804
H12 2.09052 1.01247 -2.94890
H13 3.10335 -0.98984 -4.05694
H14 1.67559 -1.34840 -3.04354
H15 3.14838 -2.32342 -2.88284
C13 1.60107 -5.25269 4.55493
O9 1.13623 -6.26048 3.66077
C14 -0.10861 -5.91310 3.04674
C15 0.09959 -5.37206 1.62790
O10 0.80506 -4.12722 1.64271
C16 2.18629 -4.28485 1.33550
H16 2.65568 -5.43633 4.76043
H17 1.49411 -4.24897 4.13494
H18 1.04206 -5.31663 5.49498
H19 -0.66186 -5.19647 3.66500
H20 -0.70242 -6.83159 2.98611
H21 -0.88090 -5.17749 1.18075
H22 0.61575 -6.10485 0.99640
H23 2.30923 -4.41730 0.25672
H24 2.63093 -5.13324 1.86233
H25 2.71062 -3.37549 1.63966
C17 -3.11804 -2.51782 8.52575
O11 -3.98756 -2.89121 7.46004
C18 -3.60168 -2.30864 6.21142
C19 -2.82915 -3.30794 5.34323
O12 -1.57269 -3.65124 5.93566
C20 -1.61616 -4.90627 6.60649
H26 -3.28490 -3.19976 9.35958
H27 -2.06539 -2.56878 8.23486
H28 -3.35850 -1.49916 8.84947
H29 -3.02030 -1.39305 6.37136
H30 -4.52400 -2.03270 5.68883
H31 -2.60904 -2.83656 4.37963
H32 -3.42600 -4.20662 5.14740
H33 -1.56646 -5.71610 5.87292
H34 -2.51780 -5.01694 7.21462
H35 -0.74542 -4.97364 7.26348



(6)
Here is a cluster of 7 separate species, C2H18O6 in total from the Open Molecules 2025 dataset. Energies are from ωB97M-V with the def2-TZVPD basis set.

Charge: 0
Energy relative to the best compared isomer or geometry (same formula, charge and spin), eV: 0.824
Frontier orbital gap, eV: 10.9115
SMILES: CC.O.O.O.O.O.O
Highest occupied orbital energy, eV: -10.7822

Positions of all 26 atoms, in Å:
C1 0.36737 -0.49431 -3.25531
C2 0.18537 0.77002 -2.42218
H1 -0.09709 -0.62213 -4.23637
H2 -0.00857 -1.40301 -2.74331
H3 1.45574 -0.67442 -3.32208
H4 -0.57904 1.42833 -2.85983
H5 -0.33379 0.55640 -1.46268
H6 1.13045 1.24322 -2.25232
O1 3.07618 -1.81015 2.60045
H7 2.12662 -1.78137 2.45282
H8 3.55402 -1.41463 1.86747
O2 -2.71550 1.87064 0.53312
H9 -3.58795 2.16565 0.80282
H10 -2.69518 1.64505 -0.40395
O3 -0.32329 2.26415 1.46334
H11 -0.58794 2.21864 2.39658
H12 -1.13726 1.98397 0.96843
O4 0.12659 -0.26916 3.25899
H13 0.63098 0.18363 3.94272
H14 0.58680 -0.00194 2.43001
O5 1.41708 0.36613 0.96443
H15 0.81563 1.17093 0.99242
H16 2.24451 0.85513 1.07219
O6 -2.21747 -3.55456 -0.83478
H17 -2.03766 -3.01002 -1.60453
H18 -1.39663 -3.68618 -0.34844



Listing F_max for the structures above in their given order: 3.47 0.79 3.98 3.27 9.60 2.36 eV/A.